No. 1
The following is a DFT calculation (wB97M-V/def2-TZVPD) of a cluster of 2 separate species, C3H3N2P in total at a distorted geometry.

XYZ file:
```
9
Properties=species:S:1:pos:R:3:forces:R:3
C 1.3933 1.2105 -0.5030 2.297 0.710 -3.211
C 0.2848 1.8837 1.5424 0.145 -1.595 -1.717
C 0.3076 0.9722 0.3683 -3.232 2.764 0.942
N 2.2002 1.3774 -1.3438 -1.959 -0.523 2.403
N 0.2063 2.6666 2.3675 0.038 0.576 1.016
P -0.2333 -0.8321 0.4782 0.757 -0.143 1.408
H -1.0772 2.0650 -0.3087 2.567 -2.367 0.855
H -0.2044 -1.0552 1.9996 0.136 0.615 -1.940
H 1.1396 -1.2424 0.2583 -0.748 -0.036 0.244
```
Positions in Å, forces in eV/Å.

## Properties
Max |F|, Eh/bohr: 0.08470
Kohn-Sham gap (alpha / beta), eV: 8.4793 / 8.4782
Electronic energy, eV: -15423.434



No. 2
The following is a DFT calculation (wB97M-V/def2-TZVPD) of a cluster of 2 separate species, C6H15NO in total at a distorted geometry.

XYZ file:
```
23
Properties=species:S:1:pos:R:3:forces:R:3
C 2.0882 0.8285 -0.3494 1.661 0.259 0.779
C 1.3367 -0.5146 -0.3183 -1.164 1.120 -1.870
C 0.3936 -0.6537 0.8859 0.489 -0.444 0.699
C -2.9159 1.3125 0.3523 -0.220 1.409 1.538
C -1.9964 0.1675 0.7063 -0.773 1.276 -1.032
C -0.6998 0.4024 0.8645 0.703 -1.663 -0.460
N 3.4590 0.6942 0.2653 -0.877 0.591 -0.574
H 2.2337 1.2566 -1.3545 -0.175 -0.463 0.210
H 1.6522 1.6548 0.2296 -0.547 -0.519 -0.182
H 0.7399 -0.5460 -1.2616 -0.110 -0.012 0.742
H 2.0277 -1.3367 -0.5160 0.159 -0.012 0.729
H 0.0500 -1.6951 0.9785 -0.414 0.399 -0.297
H 0.9841 -0.5321 1.8074 0.035 0.200 -0.086
H -2.6830 2.1849 1.0134 -0.141 -0.519 -0.507
H -2.8110 1.6883 -0.6546 0.185 -0.173 -0.478
H -3.9825 1.1307 0.5120 0.165 -0.317 0.001
H -2.5476 -0.7636 0.5968 0.875 -0.517 0.536
H -0.2722 1.4037 0.8036 -0.633 0.021 0.190
H 4.1092 0.5248 -0.4880 0.258 -0.445 0.304
H 3.4214 -0.0742 0.9201 0.431 -0.130 -0.102
H -1.5439 -2.7386 -1.6569 -0.420 0.573 0.572
H -2.0026 -1.2257 -1.2129 0.072 -0.737 0.308
O -1.5706 -1.7950 -1.8569 0.441 0.103 -1.020
```
Positions in Å, forces in eV/Å.

## Properties
Max |F|, Eh/bohr: 0.04807
Structure (SMILES): C/C=C/CCCN.O
Kohn-Sham gap, eV: 9.9164
Electronic energy, eV: -10001.503



No. 3
The following is a DFT calculation (wB97M-V/def2-TZVPD) of a cluster of 12 separate species, C33H97N7O12 in total at a distorted geometry.

XYZ file:
```
149
Properties=species:S:1:pos:R:3:forces:R:3
C 17.9206 -22.6161 -18.6848 -0.378 -0.488 -0.033
O 18.0196 -21.1993 -18.6503 0.109 -0.157 -0.003
H 18.4119 -23.1199 -17.8454 -0.103 0.301 0.090
H 16.8693 -22.9353 -18.7077 0.163 -0.014 0.002
H 18.3997 -23.0220 -19.5777 -0.029 0.428 -0.116
H 17.3446 -20.8633 -18.0495 0.080 -0.113 0.007
C 17.5390 -26.5543 -14.8321 -0.590 -0.271 0.485
O 17.0980 -27.4329 -13.7915 0.446 0.155 -0.375
H 18.2922 -25.8654 -14.4454 0.059 0.122 -0.231
H 17.9373 -27.1619 -15.6366 0.254 -0.117 -0.003
H 16.6749 -26.0144 -15.2399 0.213 0.218 0.053
H 16.5861 -26.8893 -13.1869 -0.096 -0.133 -0.171
C 13.9392 -24.8306 -12.2652 0.882 -1.589 -0.414
O 14.9901 -25.7877 -12.6963 -0.529 0.749 0.975
H 13.3367 -24.7176 -13.1614 0.107 0.571 -0.008
H 13.2989 -25.2870 -11.5014 0.249 0.096 0.023
H 14.4368 -23.9406 -11.8862 -0.384 0.239 -0.190
H 15.5001 -26.0145 -11.9012 -0.406 0.100 -0.158
C 9.2802 -20.4198 -16.8681 -1.143 -0.434 1.057
O 8.6560 -19.2871 -17.4880 0.679 -0.460 -0.119
H 9.5519 -21.2692 -17.5104 0.037 0.505 -0.376
H 10.1440 -20.1129 -16.2903 0.204 0.301 -0.295
H 8.5861 -20.8500 -16.1125 0.230 0.145 -0.341
H 7.9737 -19.5991 -18.0877 -0.020 -0.050 0.049
C 12.5775 -22.7884 -20.2547 -0.246 0.275 0.219
O 12.6184 -24.0602 -20.8724 -1.304 -0.692 0.294
H 13.5854 -22.4002 -20.0468 0.016 -0.407 -0.368
H 12.0857 -22.0616 -20.9181 -0.033 0.008 0.319
H 12.0984 -22.7812 -19.2548 -0.155 -0.206 -0.434
H 11.7074 -24.5443 -20.8075 1.790 0.913 0.316
C 15.5000 -16.6149 -17.5141 -0.531 0.977 0.063
C 15.1465 -18.0659 -17.3180 -1.442 -0.162 -0.836
C 15.4835 -18.5055 -15.9153 0.292 -0.125 1.552
O 16.4990 -19.5169 -15.8440 -1.193 0.232 0.474
C 17.7824 -19.0808 -16.1189 1.506 -0.310 -1.251
N 13.6651 -18.2807 -17.5554 1.072 0.191 1.101
H 16.4825 -16.2876 -17.1627 0.096 -0.374 -0.260
H 14.7823 -16.0405 -16.9041 0.189 -0.011 -0.104
H 15.3220 -16.2994 -18.5427 0.236 0.019 -0.042
H 15.6275 -18.7117 -18.0562 0.286 -0.018 0.195
H 14.6059 -18.8849 -15.3763 0.168 -0.428 -0.460
H 15.7334 -17.6432 -15.2540 0.451 -0.260 -0.593
H 18.2572 -18.3947 -15.4071 -0.544 0.174 0.093
H 17.8716 -18.6914 -17.1517 -0.102 0.349 0.386
H 18.4289 -19.9658 -16.1628 -0.165 0.016 0.253
H 13.1727 -17.5658 -17.0223 -0.156 -0.141 -0.290
H 13.3815 -18.2306 -18.5180 0.257 0.217 -0.093
C 7.9293 -25.9850 -19.2313 0.104 1.458 0.469
C 9.4237 -25.5425 -19.1010 -0.671 -0.534 -1.256
C 10.1389 -26.5344 -18.2326 1.501 0.300 -1.551
O 9.5759 -26.5728 -17.0040 -1.983 1.089 0.110
C 10.2225 -27.4981 -16.2643 0.823 -0.578 1.198
N 10.1700 -25.5120 -20.4390 -1.483 0.339 0.743
H 7.8310 -26.8357 -19.8975 -0.106 -0.239 0.107
H 7.2786 -25.1628 -19.5774 0.463 -0.223 -0.439
H 7.5005 -26.1521 -18.2304 0.425 -0.531 -0.321
H 9.4486 -24.5610 -18.6180 0.248 -0.015 -0.252
H 11.2073 -26.2577 -18.1530 -0.065 0.060 -0.109
H 10.1456 -27.5483 -18.6793 -0.191 0.179 -0.205
H 11.2327 -27.1392 -16.0040 -1.143 0.541 0.000
H 10.3831 -28.4280 -16.8319 -0.260 -0.032 0.193
H 9.6311 -27.6766 -15.3816 -0.020 -0.284 0.497
H 9.6410 -24.8761 -21.0498 0.153 -0.316 0.203
H 10.0224 -26.4393 -20.8546 0.286 0.353 0.086
C 12.9552 -28.5109 -16.2844 0.395 -1.094 -0.972
C 13.9942 -29.0998 -15.3351 -1.786 -1.361 -0.478
C 15.2989 -29.2935 -16.0009 0.864 -0.050 -0.859
O 15.0854 -30.0940 -17.1473 0.552 0.262 -0.576
C 16.2649 -30.1829 -17.9379 -0.436 -0.761 -0.358
N 14.1610 -28.4273 -14.1022 0.303 1.617 1.245
H 12.6506 -29.2804 -17.0213 0.232 0.148 0.316
H 13.3747 -27.7253 -16.9303 -0.274 0.394 0.496
H 12.0242 -28.2421 -15.7894 1.562 -0.468 0.291
H 13.6003 -30.1126 -15.1306 0.248 0.122 0.194
H 16.0385 -29.7878 -15.3622 -0.016 0.312 0.237
H 15.6830 -28.3158 -16.3566 0.102 -0.115 0.374
H 16.8598 -29.2632 -17.9746 -0.133 0.008 0.304
H 15.9522 -30.3942 -18.9672 0.010 -0.023 0.187
H 16.8804 -31.0336 -17.6006 0.055 0.377 0.008
H 13.2891 -28.0595 -13.7254 -0.040 -0.420 -0.154
H 14.7071 -27.5728 -14.2334 0.098 -0.362 0.106
C 16.0202 -26.0476 -20.9513 -0.723 1.159 -0.171
C 15.5940 -26.1591 -22.4097 0.231 -0.195 -0.078
C 16.1279 -27.4133 -23.0846 0.228 -0.534 -0.221
O 17.5547 -27.4029 -23.1313 -0.700 -0.385 0.349
C 18.0744 -26.9428 -24.3299 1.093 1.053 -0.313
N 14.1573 -26.2229 -22.4364 -0.834 -0.178 0.277
H 15.6484 -26.8895 -20.3767 0.212 -0.292 0.053
H 15.4785 -25.1592 -20.5764 0.236 -0.240 0.134
H 17.0735 -25.8441 -20.8080 0.252 -0.347 -0.049
H 15.9557 -25.2868 -22.9804 0.280 -0.052 0.185
H 15.6912 -27.5496 -24.0933 0.258 0.328 0.144
H 15.8256 -28.3278 -22.5570 0.039 0.352 0.286
H 17.6657 -25.9613 -24.6269 -0.197 -0.291 -0.030
H 17.9883 -27.6476 -25.1616 -0.197 -0.102 0.027
H 19.1443 -26.7446 -24.1518 -0.267 -0.256 -0.145
H 13.7177 -25.5357 -21.8190 0.206 -0.131 -0.439
H 13.7943 -26.1362 -23.3747 -0.107 0.131 0.008
C 14.3998 -21.8105 -14.7738 0.139 -1.316 1.234
C 13.5042 -22.0445 -15.9506 0.241 2.228 -2.286
C 12.6504 -23.2644 -15.9080 -0.721 0.354 0.764
O 13.3924 -24.4133 -15.7829 0.901 -1.310 0.699
C 14.2320 -24.6952 -16.8620 -0.047 0.047 -1.042
N 12.6458 -20.8331 -16.2139 0.167 -0.986 0.727
H 15.2855 -21.2665 -15.0883 -0.123 0.382 0.396
H 14.7562 -22.7767 -14.3634 0.052 0.161 -0.562
H 13.8855 -21.4163 -13.8854 0.017 0.586 -0.453
H 14.2060 -22.1009 -16.8243 -0.489 -0.236 0.515
H 11.9835 -23.3668 -16.7716 -0.220 0.401 -0.055
H 12.0855 -23.2018 -14.9713 -0.458 -0.004 -0.290
H 13.6722 -25.2000 -17.6662 0.112 -0.113 0.116
H 15.0415 -25.3260 -16.5137 0.047 -0.158 -0.007
H 14.6526 -23.7878 -17.3256 0.064 -0.380 0.272
H 12.2278 -20.8721 -17.1413 0.190 -0.112 0.111
H 13.2396 -20.0139 -16.2269 -0.128 -0.013 -0.209
C 12.8397 -21.5724 -23.5803 0.222 0.443 -0.720
C 13.4900 -20.2042 -23.5201 1.320 -0.003 -0.287
C 13.5007 -19.5468 -22.1379 2.068 0.390 -1.044
O 12.2510 -19.1339 -21.8228 -2.649 0.208 1.750
C 12.0925 -18.6651 -20.4772 -0.407 0.074 -0.497
N 14.8873 -20.3632 -24.0634 -0.298 0.183 0.608
H 11.7724 -21.5232 -23.3899 -0.035 -0.136 0.520
H 13.4006 -22.2430 -22.9278 -0.420 -0.237 0.089
H 12.9321 -21.9202 -24.6138 0.108 -0.138 0.142
H 12.9836 -19.4915 -24.1837 -0.022 -0.220 0.050
H 14.0972 -18.6233 -22.2577 0.458 -0.189 0.123
H 14.0169 -20.1587 -21.3820 -0.315 -0.227 0.026
H 11.9818 -19.4769 -19.7308 0.564 0.112 -0.406
H 11.1512 -18.1074 -20.3953 0.201 -0.075 -0.371
H 12.9046 -17.9576 -20.2348 -0.119 -0.325 -0.051
H 15.4655 -19.5483 -23.8467 -0.329 -0.126 -0.137
H 15.3787 -21.1488 -23.6252 -0.450 0.199 -0.092
C 16.9824 -21.9093 -12.4326 0.334 1.716 -0.157
C 18.0405 -22.8322 -12.9284 -0.943 -3.575 0.282
C 19.1674 -22.2149 -13.6790 0.399 1.679 1.223
O 19.9912 -23.1697 -14.2522 0.698 -0.757 -0.904
C 19.6106 -23.3932 -15.5925 -0.288 0.662 -0.863
N 18.5823 -23.7319 -11.8375 -0.008 1.700 -0.168
H 16.0011 -22.3363 -12.2648 0.054 -0.380 0.144
H 16.8497 -21.1481 -13.2203 -0.204 -0.051 0.290
H 17.3237 -21.3886 -11.5336 -0.127 -0.049 0.033
H 17.5148 -23.5636 -13.5926 0.309 0.699 -0.312
H 19.7626 -21.6124 -12.9641 0.053 -0.423 -0.068
H 18.8416 -21.4524 -14.3945 -0.325 -0.300 -0.250
H 18.5688 -23.7386 -15.6759 0.139 0.037 0.111
H 20.2379 -24.0867 -16.1562 0.235 -0.238 0.740
H 19.6984 -22.4430 -16.1572 -0.180 -0.212 0.202
H 17.9281 -24.4596 -11.6127 -0.039 -0.266 -0.059
H 19.4782 -24.1189 -12.0953 -0.095 -0.220 -0.173
```
Positions in Å, forces in eV/Å.

## Properties
Max |F|, Eh/bohr: 0.07212
Structure (SMILES): COC[C@H](C)N.COC[C@H](C)N.COC[C@H](C)N.COC[C@H](C)N.COC[C@H](C)N.COC[C@H](C)N.COC[C@H](C)N.CO.CO.CO.CO.CO
Kohn-Sham gap, eV: 9.0534
Electronic energy, eV: -70786.621



No. 4
The following is a DFT calculation (wB97M-V/def2-TZVPD) of a cluster of 2 separate species, C2H9N2O in total at a distorted geometry.

XYZ file:
```
14
Properties=species:S:1:pos:R:3:forces:R:3
C -2.2912 -0.8440 -0.4446 0.246 0.063 1.018
N -0.8935 -0.7638 -1.0172 -1.954 0.237 0.764
H -2.7999 0.1042 -0.5208 -0.039 0.197 -0.256
H -2.8678 -1.6467 -0.8705 -0.056 -0.091 -0.532
H -2.1870 -1.0711 0.6163 0.038 0.015 -0.053
H -0.6572 -1.7214 -1.2397 0.821 0.025 -0.302
H -0.2542 -0.3571 -0.2956 0.538 -0.324 -0.550
H -0.9102 -0.1589 -1.8336 0.384 -0.259 -0.227
C 2.2094 0.7695 0.3793 -1.459 -0.734 -0.255
N 2.0631 1.4779 1.4842 0.954 0.657 0.570
O 1.3595 -0.0733 0.0593 0.431 0.061 -0.163
H 3.0459 0.9710 -0.2861 0.296 0.211 0.164
H 2.7782 2.1238 1.7805 0.012 -0.009 -0.057
H 1.4049 1.1899 2.1885 -0.212 -0.050 -0.120
```
Positions in Å, forces in eV/Å.

## Properties
Max |F|, Eh/bohr: 0.04106
Net charge: +1
Kohn-Sham gap, eV: 11.4150
Electronic energy, eV: -7241.755



The evaluated ΔE to the lowest compared entry with this formula, charge and spin for the records listed, in turn: 3.8807, 2.2543, 2.8292, 0.6009 eV.